1.
{
  "formula": "H14NO5",
  "method": "the ωB97M-V functional and the def2-TZVPD basis",
  "symbols": ["N", "H", "H", "H", "H", "H", "H", "O", "H", "H", "O", "H", "H", "O", "H", "H", "O", "H", "H", "O"],
  "positions_angstrom": [[-0.051125, 0.890996, -0.513158], [0.255374, -0.026097, -0.719518], [0.689620, 1.639451, -0.378722], [-0.655055, 1.090041, -1.318956], [-0.632380, 0.848877, 0.354718], [-1.086629, -3.541940, -0.150729], [-0.419395, -4.095993, -1.470920], [-0.290717, -3.591035, -0.644912], [-1.050169, 3.922372, 0.420080], [-1.835040, 3.434514, 1.754019], [-1.019422, 3.222897, 1.191906], [2.180428, -1.642812, 3.980385], [2.400001, -0.265856, 3.670906], [1.846258, -0.914727, 3.496326], [1.493677, -1.669658, 0.681025], [0.782623, -2.396309, -0.597175], [1.090266, -1.546184, -0.202869], [-0.702625, 1.150881, -3.639309], [-1.905717, 1.980050, -3.102025], [-1.089964, 1.510535, -2.811078]],
  "forces_ev_per_angstrom": [[-0.8, 2.3, 1.7], [1.8, -1.9, 0.5], [-1.1, -1.5, -0.3], [-0.2, 0.9, -0.2], [0.7, 0.2, -0.8], [-1.2, -0.1, 0.5], [-0.3, 0.2, 0.8], [1.1, -0.8, -1.6], [0.0, -1.9, 2.5], [1.7, -0.3, -1.2], [-1.7, 2.2, -1.3], [0.3, -1.3, 0.7], [4.0, 5.0, 1.2], [-4.4, -3.8, -2.1], [-0.4, -0.2, -0.8], [0.2, 0.3, 0.9], [0.5, 0.6, 0.2], [-0.3, 0.3, 0.7], [0.8, -0.5, 0.3], [-0.8, 0.3, -1.7]],
  "energy_ev": -11948.7949,
  "charge": 1,
  "orbital_gap_ev": 11.45,
  "e_above_lowest_kcal_mol": 37.53
}

2.
{
  "formula": "C8H7F2NO6P",
  "method": "the ωB97M-V functional and the def2-TZVPD basis",
  "symbols": ["O", "C", "F", "N", "P", "C", "O", "F", "H", "H", "H", "C", "C", "C", "O", "C", "C", "C", "O", "O", "O", "H", "H", "H", "H"],
  "positions_angstrom": [[1.935202, -3.192344, 3.755207], [1.001740, -2.913840, 3.125226], [0.538414, -3.606228, 2.088335], [0.178050, -1.750770, 3.400601], [-1.411621, -1.865129, 2.833861], [0.906962, -0.499903, 3.151269], [1.243943, 0.171936, 4.046515], [1.132267, -0.221401, 1.893709], [-2.151342, -2.440592, 3.855308], [-1.553067, -2.629849, 1.684928], [-1.951402, -0.606935, 2.604538], [-0.992247, 1.676048, -3.324027], [0.173308, 2.344438, -3.355538], [1.262670, 2.095156, -2.342308], [2.291254, 2.723273, -2.444010], [1.019330, 1.110794, -1.288214], [-0.142237, 0.459481, -1.272591], [-1.217366, 0.691246, -2.293164], [-2.228940, 0.020671, -2.170638], [-0.485815, -0.465488, -0.362817], [0.456710, 3.256954, -4.259520], [-1.779399, 1.844948, -4.044566], [1.801213, 0.948319, -0.560056], [-1.383348, -0.735590, -0.655780], [1.355724, 3.584807, -4.066269]],
  "forces_ev_per_angstrom": [[0.6, -0.1, 0.1], [0.1, 0.1, 0.4], [-0.2, -0.1, 0.1], [-0.7, -0.2, -2.0], [0.2, 0.2, 0.3], [0.3, 0.7, 1.6], [0.0, 0.1, -0.1], [-0.2, -0.6, -0.3], [-0.1, -0.2, 0.1], [0.0, 0.0, -0.2], [0.2, 0.2, 0.0], [-0.2, -0.1, 0.0], [-0.2, -0.1, 0.0], [0.0, -0.2, 0.3], [0.1, 0.1, -0.1], [0.1, 0.0, 0.1], [0.3, 0.0, 0.1], [0.0, 0.3, -0.4], [-0.1, -0.2, 0.2], [-0.2, -0.2, 0.2], [0.1, 0.1, 0.0], [0.0, 0.0, 0.0], [0.0, 0.0, 0.0], [-0.1, 0.0, -0.2], [0.0, 0.0, 0.0]],
  "energy_ev": -36898.9285,
  "charge": 1,
  "orbital_gap_ev": 7.51
}

3.
{
  "formula": "C6H5NOS",
  "method": "the ωB97M-V functional and the def2-TZVPD basis",
  "symbols": ["C", "C", "C", "C", "C", "C", "N", "O", "S", "H", "H", "H", "H", "H"],
  "positions_angstrom": [[-1.459950, -1.601602, -0.100462], [-0.920565, -1.144893, 1.055161], [-1.048468, -0.782818, -1.228725], [0.889289, 0.767120, 1.195418], [0.066507, -0.188071, 0.658139], [0.005497, -0.053506, -0.794265], [1.668886, 1.415100, 0.287580], [0.482100, 2.281009, -2.059272], [1.125188, 1.137569, -1.491056], [-2.164749, -2.415565, -0.001022], [-0.889265, -1.359061, 2.081723], [-1.486775, -0.867579, -2.131305], [1.102073, 1.115336, 2.214979], [2.630230, 1.696961, 0.313105]],
  "forces_ev_per_angstrom": [[-1.4, -0.2, 1.3], [1.8, 1.3, -0.8], [1.5, -1.1, 2.7], [1.2, -0.4, 0.2], [0.5, 1.6, -0.3], [-0.2, 0.8, 0.3], [-1.4, 0.5, -2.9], [-1.1, 1.6, -0.3], [1.6, -2.3, 2.0], [-0.3, 0.1, -0.9], [-0.9, -1.1, 1.0], [-1.1, -0.1, -3.0], [-0.5, -0.8, -0.1], [0.1, 0.1, 0.8]],
  "energy_ev": -20672.5445,
  "orbital_gap_ev": 8.15,
  "e_above_lowest_kcal_mol": 40.77
}

4.
{
  "formula": "C22H50BrN7O6P2",
  "method": "the ωB97M-V functional and the def2-TZVPD basis",
  "symbols": ["N", "C", "C", "O", "C", "C", "C", "C", "C", "C", "Br", "C", "O", "O", "C", "O", "H", "H", "H", "H", "H", "H", "H", "H", "H", "H", "H", "H", "H", "H", "C", "N", "C", "P", "O", "N", "C", "C", "N", "C", "C", "H", "H", "H", "H", "H", "H", "H", "H", "H", "H", "H", "H", "H", "H", "H", "H", "H", "H", "C", "N", "C", "P", "O", "N", "C", "C", "N", "C", "C", "H", "H", "H", "H", "H", "H", "H", "H", "H", "H", "H", "H", "H", "H", "H", "H", "H", "H"],
  "positions_angstrom": [[0.730654, -3.563642, -0.004710], [1.389641, -2.365330, -0.576029], [0.586060, -1.971544, -1.810071], [1.119426, -2.763785, -2.894692], [0.801222, -0.521039, -2.210180], [-0.027777, 0.533545, -1.562712], [-1.078598, 0.564737, -0.730545], [-1.746623, -0.602796, -0.051615], [-2.837740, -0.243264, 0.983270], [-2.406139, -0.496690, 2.431417], [-2.183268, 1.140672, 3.453039], [-1.494681, 2.000272, -0.652294], [-2.428238, 2.521706, -0.132693], [-0.705582, 2.735451, -1.531100], [0.387424, 1.952797, -1.804465], [1.487483, 2.340673, -2.020045], [1.256711, -3.861536, 0.811891], [-0.169322, -3.267400, 0.360797], [1.411947, -1.566833, 0.174327], [2.387353, -2.650232, -0.893968], [-0.452661, -2.275298, -1.707681], [0.438367, -3.373597, -3.188008], [0.562869, -0.449353, -3.276561], [1.852013, -0.238159, -2.138315], [-2.184228, -1.252939, -0.805959], [-0.964613, -1.153104, 0.470062], [-3.668443, -0.929741, 0.812585], [-3.230066, 0.757020, 0.862638], [-3.132546, -1.109505, 2.953911], [-1.462741, -1.032885, 2.484879], [7.751355, -5.314334, 2.175520], [6.306369, -5.284846, 2.186902], [5.785828, -5.630965, 3.502545], [5.280913, -5.762210, 0.914138], [4.083747, -4.887844, 1.123851], [5.833750, -5.139149, -0.622062], [6.789995, -4.042098, -0.664012], [4.713229, -4.854587, -1.512178], [5.959020, -7.363872, 0.650169], [6.972284, -7.593720, -0.362732], [4.908440, -8.396280, 0.542009], [8.164899, -6.329107, 2.281895], [8.124800, -4.716924, 3.009554], [8.165941, -4.861624, 1.280680], [5.934497, -6.696655, 3.734502], [4.718324, -5.415879, 3.559133], [6.275078, -5.036035, 4.274542], [6.536500, -3.223239, 0.022110], [6.841282, -3.639002, -1.676327], [7.801604, -4.386358, -0.445054], [4.233380, -3.899895, -1.274551], [3.950251, -5.631401, -1.440209], [5.052028, -4.829242, -2.550049], [6.608535, -7.462725, -1.385047], [7.310374, -8.628257, -0.256640], [7.846633, -6.963917, -0.210891], [4.341018, -8.312642, -0.393562], [4.203713, -8.305171, 1.372720], [5.342501, -9.395136, 0.595134], [-6.236883, 7.559361, -2.285523], [-5.731394, 8.122859, -1.055243], [-4.855119, 9.254909, -1.319274], [-5.299164, 7.255653, 0.349010], [-5.574830, 8.246873, 1.432371], [-6.499929, 6.046287, 0.747431], [-7.830171, 6.123509, 0.163159], [-6.608188, 5.844985, 2.189793], [-4.208407, 6.108206, -0.409925], [-4.663674, 4.794572, -0.823009], [-2.942250, 5.974350, 0.341969], [-5.459369, 7.061390, -2.885839], [-6.661603, 8.360194, -2.894754], [-7.047175, 6.857743, -2.115710], [-3.899368, 8.938010, -1.764638], [-4.638772, 9.792906, -0.395821], [-5.337262, 9.960505, -1.997286], [-8.261682, 7.132500, 0.205241], [-8.501614, 5.440680, 0.686319], [-7.830514, 5.781746, -0.872921], [-7.212800, 6.616090, 2.679620], [-5.623970, 5.853037, 2.660392], [-7.057296, 4.868681, 2.387759], [-4.939588, 4.145366, 0.011332], [-3.846521, 4.307362, -1.358436], [-5.496280, 4.853083, -1.523162], [-3.081299, 5.449854, 1.295458], [-2.527279, 6.963237, 0.556793], [-2.201793, 5.430969, -0.244367]],
  "forces_ev_per_angstrom": [[0.3, 0.3, 0.2], [-1.3, -0.6, 0.5], [1.3, -0.5, -0.6], [-0.2, 0.1, -0.1], [-0.7, 0.0, -0.1], [0.4, 0.0, 0.2], [0.5, -0.2, -0.2], [-0.3, 0.9, 0.4], [-0.1, -0.8, 0.2], [0.0, -0.1, -0.1], [0.1, 0.0, 0.0], [-0.9, -0.1, -0.9], [0.1, 0.0, 0.3], [0.6, 0.6, 0.6], [-0.1, -0.8, 0.4], [-0.1, 0.4, -0.6], [0.1, -0.2, -0.1], [-0.1, -0.1, 0.0], [0.3, 0.3, -0.2], [0.1, 0.2, 0.0], [-0.2, 0.4, 0.3], [0.1, -0.1, 0.0], [0.1, 0.0, -0.1], [0.1, -0.1, 0.1], [0.1, 0.0, -0.1], [0.0, -0.2, -0.2], [-0.1, 0.1, -0.1], [0.0, 0.1, 0.0], [-0.1, 0.2, 0.2], [0.1, 0.1, 0.0], [0.3, -0.5, -0.2], [-0.2, 0.6, 0.0], [-0.4, -0.1, 0.0], [4.0, 3.4, -1.7], [-1.3, -2.8, 0.7], [0.5, 0.1, 0.3], [0.2, 0.0, 0.1], [-0.3, -0.1, 0.0], [-2.9, -0.8, 0.7], [0.3, 0.2, -0.3], [-0.1, 0.1, 0.3], [0.0, 0.0, 0.0], [-0.1, 0.0, 0.1], [-0.1, -0.1, 0.0], [0.1, 0.0, 0.1], [0.0, 0.0, -0.1], [0.1, 0.0, -0.1], [0.0, 0.0, 0.0], [-0.2, 0.0, 0.0], [-0.1, 0.0, 0.0], [-0.1, 0.0, 0.0], [0.0, 0.0, 0.0], [0.1, 0.0, 0.0], [0.0, 0.1, 0.0], [-0.1, 0.0, 0.2], [-0.1, 0.1, 0.0], [0.0, -0.1, 0.0], [0.0, 0.0, 0.0], [0.1, 0.0, 0.0], [0.3, -0.4, -0.2], [-0.5, 0.3, 0.3], [0.3, 0.1, 0.3], [-4.8, -1.5, -2.0], [3.2, -0.1, 0.3], [-0.2, 0.1, -0.5], [0.0, 0.0, -0.2], [0.2, 0.0, 0.1], [2.0, 1.4, 1.9], [-0.5, -0.3, -0.1], [0.1, 0.3, -0.1], [0.0, 0.0, 0.0], [0.1, 0.1, 0.1], [0.1, 0.0, 0.0], [-0.1, 0.0, -0.1], [0.0, -0.1, 0.0], [-0.1, -0.1, -0.1], [-0.1, 0.0, 0.0], [0.1, 0.0, 0.2], [0.0, 0.0, 0.1], [0.0, 0.0, 0.0], [0.0, 0.0, 0.0], [0.0, 0.0, -0.1], [-0.1, 0.0, 0.0], [0.1, 0.2, 0.0], [-0.1, 0.1, 0.2], [0.1, -0.1, 0.0], [-0.1, 0.0, 0.0], [-0.1, -0.1, -0.1]],
  "energy_ev": -134959.0778,
  "orbital_gap_ev": 7.54,
  "smiles": "NC[C@H](O)CC1=C(CCCBr)C(=O)OC1=O.CN(C)P(=O)(N(C)C)N(C)C.CN(C)P(=O)(N(C)C)N(C)C"
}